ORCA calculation (ωB97M-V with the def2-TZVPD basis set) on C17H26N2O8PPbSTe as an isolated structure at a distorted geometry.

Total energy (eV): -70077.8138
HOMO energy (Eh): -0.1551
Frontier orbital gap (eV): 6.4413
Total charge: -1
Energy above the lowest of the compared OMol25 structures with the same formula, charge and spin (kJ/mol): 0.0

Last column: natural (NBO) charge in e.
Positions of all 57 atoms, in Å:
N 2.9137 -0.7331 -2.9253  -0.444
P -3.0159 -1.7770 1.6615  1.742
C 3.5220 -1.3274 -1.7573  -0.412
O -4.2056 -1.0694 0.8705  -1.059
Te 0.6250 -2.9267 1.5828  0.038
C -0.4542 -1.0308 -4.3832  -0.397
H 0.2596 6.3037 1.6834  0.203
H -0.5205 -2.0262 -4.8441  0.182
H -0.4886 4.1791 0.7298  0.227
H -4.7626 0.0683 3.0127  0.211
H 2.9082 -1.1098 -0.8919  0.254
H 4.6766 -0.1991 -3.7908  0.205
O 0.9703 -1.5952 -2.1418  -0.688
H 3.6544 0.1638 -6.0590  0.211
C 2.1119 3.0574 2.6069  -0.216
H 2.6541 2.1663 2.8430  0.216
S -4.1074 0.5459 0.3036  2.569
H -2.6652 -3.6553 3.5046  0.208
H -2.2162 -4.7498 2.1855  0.192
C -3.0428 -4.1979 2.6419  -0.269
C 1.6569 -0.3515 -5.4385  -0.200
O -0.2499 -2.5341 3.3062  -0.830
H -0.9687 -1.0590 -3.4394  0.241
H 0.9516 -0.9083 3.7609  0.159
H -5.3099 -1.4873 3.7247  0.168
H 3.3173 4.2360 3.8821  0.203
O -2.9908 1.0563 1.0697  -0.998
H -0.5316 -1.1010 4.7088  0.169
C 2.4888 4.2645 3.1820  -0.220
C 0.2411 0.7536 0.4610  -0.430
C -0.1066 -1.1834 3.7122  -0.248
H 2.9736 1.2479 -4.8163  0.218
C 3.7255 -0.6459 -4.1057  -0.202
H 1.0671 0.3811 -6.0202  0.203
H 2.1381 6.3846 3.2840  0.202
C 1.5674 -1.0216 -3.0494  0.811
C 1.0331 3.0014 1.6889  0.005
O -3.2951 -1.4305 3.2201  -0.843
C -4.4711 -0.7648 3.6659  -0.252
N 0.9409 -0.6260 -4.2107  -0.445
C 0.3692 4.1947 1.3825  -0.212
C 1.8277 5.4442 2.8576  -0.235
H 4.5136 -0.9506 -1.5674  0.194
H 3.5959 -2.4164 -1.8352  0.181
H -3.8219 -4.8933 2.9866  0.173
Pb -0.9713 -1.0771 -0.3504  0.909
O -5.4051 1.0409 0.6290  -0.966
H 3.9236 -1.6459 -4.5182  0.169
O -3.6262 -3.3190 1.6493  -0.830
H -0.6004 -0.4824 3.0255  0.185
C 0.6252 1.7645 1.0327  -0.198
C 3.0423 0.2145 -5.1479  -0.412
H 1.7394 -1.2661 -6.0447  0.174
H -4.2509 -0.4080 4.6628  0.180
O -3.7888 0.4010 -1.1056  -0.985
C 0.7716 5.3944 1.9490  -0.214
H -0.9381 -0.2936 -5.0248  0.198

=====

ORCA calculation (ωB97M-V with the def2-TZVPD basis set) on C4H13N2 as an isolated structure at a distorted geometry.

Total energy (eV): -7322.4803
HOMO energy (Eh): -0.4761
Frontier orbital gap (eV): 4.9625
Total charge: +1
Energy above the lowest of the compared OMol25 structures with the same formula, charge and spin (kJ/mol): 1062.0

Last column: natural (NBO) charge in e.
Positions of all 19 atoms, in Å:
H 3.3400 -0.6829 0.6377  0.249
N 1.5727 0.1524 0.4432  -0.575
H 2.3838 -1.5755 -0.5349  0.200
H -2.9630 1.8434 -0.1430  0.416
C -1.2002 -0.5770 0.8285  -0.150
H -0.2175 -1.9281 -0.4930  0.321
H -2.2722 2.3745 1.2586  0.419
H 0.5436 0.6622 0.4046  0.520
H 0.9967 -0.1055 -1.7018  0.290
H -1.2904 -0.8366 -1.3415  0.264
C -0.6133 -0.8862 -0.4842  -0.500
C 2.6271 -0.5655 -0.1987  -0.437
H 3.2537 0.0035 -0.9225  0.227
H -1.6990 0.6001 0.7095  0.259
H -0.0820 1.1191 -1.1371  0.275
H -0.4558 -0.3251 1.6155  0.272
C 0.4350 0.2144 -0.8126  -0.425
H -2.0421 -1.0985 1.2744  0.276
N -2.3172 1.6112 0.5972  -0.901

=====

ORCA calculation (ωB97M-V with the def2-TZVPD basis set) on one molecule with the formula F2 at a distorted geometry.

Total energy (eV): -5430.0816
HOMO energy (Eh): -0.5304
Frontier orbital gap (eV): 13.0137
SMILES: FF
Total charge: 0
Energy above the lowest of the compared OMol25 structures with the same formula, charge and spin (kJ/mol): 1.8

Last column: natural (NBO) charge in e.
Positions of all 2 atoms, in Å:
F 0.3971 -0.3427 0.4728  0.000
F -0.3971 0.3427 -0.4728  0.000

=====

ORCA calculation (ωB97M-V with the def2-TZVPD basis set) on a 4-piece molecular cluster, C27H63IN4O9S overall at a distorted geometry.

Total energy (eV): -72340.1518
HOMO energy (Eh): -0.3126
Frontier orbital gap (eV): 8.7301
SMILES: NCC[C@@]1(CCCI)CCS(=O)(=O)OC1.COCCNCCOC.COCCNCCOC.COCCNCCOC
Total charge: 0

Last column: Löwdin charge in e.
Positions of all 105 atoms, in Å:
H 0.5675 1.9058 1.3339  0.116
H -0.8012 -5.2273 -3.9324  0.078
N 0.2701 0.9600 3.9061  0.036
O -3.6578 -5.6903 4.7300  -0.193
H -2.2172 -4.1877 3.1952  0.071
C -0.4699 1.6991 1.5762  -0.110
H -1.0712 4.9811 0.7964  0.125
H -4.6460 2.2793 1.1582  0.113
C -0.3037 -3.5397 3.2789  -0.198
H -0.3961 -3.0123 2.3267  0.096
O -1.5260 -1.6590 4.2886  -0.205
H 4.9549 0.1035 -5.5215  0.089
H 4.1121 2.9874 -7.2683  0.122
C -2.5839 2.9391 0.9312  -0.154
O -4.1979 4.3455 3.0780  -0.249
H -0.1713 -0.2500 2.2949  0.092
H 4.3784 0.7456 -7.0692  0.088
C 0.8265 4.5621 1.7672  -0.330
H -4.7670 -6.5795 3.2150  0.087
H -0.3010 -2.9191 5.3904  0.114
C 3.1223 4.7725 -2.6542  -0.220
H 4.4308 2.0708 -1.3961  0.091
H -2.9313 3.9517 0.7669  0.117
H -3.3005 -1.2892 5.2076  0.090
N 2.8988 3.8479 -5.0335  -0.051
H -3.4651 1.1614 1.8587  0.104
O 0.9873 -4.1541 -3.8423  -0.193
H -1.2871 -3.4897 -2.7909  0.070
H 0.4728 -1.8291 4.2603  0.110
H -1.5750 0.4592 2.9816  0.091
C 4.4482 0.9423 -5.9956  -0.116
H 0.7056 -6.1591 -3.9430  0.089
H 0.8717 1.7477 3.6847  0.052
H -0.5594 -4.6925 -1.2500  0.074
C 4.8019 3.2539 -6.4629  -0.216
H 4.1352 5.1690 -2.7840  0.117
H -0.3548 1.3186 4.6225  0.067
H 1.3574 4.2883 -3.7366  0.119
H -2.5548 -6.9650 3.5044  0.121
C -0.2264 -4.1118 -0.3856  -0.092
H 0.6923 -3.9958 3.2960  0.122
H 2.2081 5.6935 -4.3581  0.120
C 4.1780 2.6550 -2.2813  -0.085
C 0.2271 -5.2524 -4.3088  -0.114
C -2.7072 -2.1506 4.8973  -0.083
C 4.1910 4.2899 -5.5440  -0.215
H -2.3280 -7.1363 5.2497  0.120
C -1.9450 -1.8283 -1.8447  -0.198
C -1.4879 3.5167 3.1380  -0.151
H 0.6910 -3.5703 -0.6294  0.092
C 2.3510 4.6812 -3.9673  -0.197
C -0.3874 -2.4936 4.3834  -0.220
H -0.3534 -6.0971 4.3721  0.123
H 4.9121 4.4794 -4.7377  0.107
C 1.8926 4.9491 0.7941  -0.661
O 3.1514 3.5627 -1.9151  -0.208
N -1.2996 -4.6077 3.2591  -0.039
H 2.2372 4.1115 0.2066  0.023
C -0.4383 4.1295 1.0129  -0.146
N -1.3517 -2.5015 -2.9961  -0.049
C -3.6989 2.2028 1.6692  -0.183
C -0.0325 -2.0076 -3.3708  -0.217
H -0.1210 3.7044 0.0625  0.124
H -5.4878 -5.1776 4.0250  0.088
H -1.7912 -1.3177 0.2096  0.113
H -0.2157 -1.5534 -0.5229  0.112
S -3.9261 2.9634 3.2530  0.589
H 3.4377 1.0178 -5.5785  0.076
O -2.4849 2.7742 3.8792  -0.199
C -2.4654 -6.4105 4.4428  -0.219
C -1.2694 3.0277 1.7164  -0.420
H -3.3134 -2.7264 4.1920  0.073
H -0.0113 -4.8142 0.4206  0.083
I 3.6352 5.7055 1.8080  0.743
H 1.5665 5.7033 0.0943  0.043
H -2.3903 2.4611 -0.0188  0.122
H 5.0762 3.1723 -2.6243  0.092
H 1.5384 -2.4206 -4.7464  0.118
C -1.2397 -1.9473 -0.4971  -0.235
H 0.6487 -1.9514 -2.5110  0.106
O -1.2568 -3.2455 0.0631  -0.195
H 3.8387 1.9544 -3.0488  0.073
O 5.2146 2.1023 -5.7364  -0.193
O -4.8791 2.2379 4.0070  -0.248
H -4.1788 -4.9344 2.8552  0.078
H -0.5864 3.4502 3.7187  0.116
H -1.2551 -4.9338 5.3640  0.107
H 2.5942 5.4919 -2.0225  0.107
H -0.1380 -1.0014 -3.7879  0.123
C -0.5574 0.6800 2.7063  -0.259
H 0.5881 5.3781 2.4396  0.104
H 0.2081 -5.2847 -5.4019  0.087
C -1.2633 -5.4910 4.4174  -0.215
H 5.6987 3.6835 -6.9177  0.122
H 1.1761 3.7326 2.3719  0.088
C -4.5576 -5.5948 3.6430  -0.115
H -2.0572 -0.7660 -2.0874  0.115
H -2.9529 -2.2325 -1.7226  0.120
H 4.0514 5.2209 -6.1010  0.124
H -0.8825 1.2001 0.7037  0.104
H -2.4904 -2.7589 5.7785  0.091
H -0.0335 -3.0348 -5.2737  0.122
C 0.6172 -2.9021 -4.4050  -0.218
H -1.7522 4.5684 3.1058  0.132
H 2.9893 2.9022 -4.6869  0.068